41
Properties=species:S:1:pos:R:3:mulliken_charge:R:1 method="wB97M-V/def2-TZVPD" orbital_gap_ev="4.95 / 5.78" total_charge=-2 energy_ev=-276701.929 homo_ev="-1.40 / -2.23" s2=0.760 de_lowest_kcal_mol=0.0 lumo_energy_ha="0.130 / 0.130" spin_multiplicity=2
K -1.457 -0.903 0.692 0.817
C 3.102 0.177 -1.652 -0.833
Se 1.303 0.558 -2.268 0.007
C 1.410 2.511 -2.195 -0.800
C 1.909 3.056 -0.868 -0.835
Se 0.888 2.283 0.611 0.245
C 0.999 3.808 1.811 -0.896
H 3.181 -0.907 -1.647 0.294
H 3.230 0.538 -0.633 0.219
H 3.845 0.615 -2.320 0.306
H 0.386 2.840 -2.377 0.365
H 2.040 2.859 -3.017 0.402
H 1.777 4.140 -0.835 0.445
H 2.971 2.842 -0.739 0.323
H 0.593 4.696 1.329 0.261
H 2.025 3.984 2.133 0.278
H 0.378 3.541 2.664 0.268
S -4.898 2.648 3.636 -0.724
Sb -3.579 0.753 3.608 0.620
S -1.342 1.277 3.057 -0.754
S -4.312 -0.914 2.159 -0.774
Se 0.975 -2.789 -0.743 -0.610
C 1.395 -4.511 -0.100 0.090
C 2.222 -5.391 -0.814 -0.257
C 2.520 -6.640 -0.305 -0.247
N 2.072 -7.114 0.861 -0.659
C 1.281 -6.279 1.542 -0.256
C 0.924 -5.011 1.122 -0.349
H 2.627 -5.084 -1.770 0.319
H 3.164 -7.308 -0.872 0.308
H 0.908 -6.650 2.493 0.320
H 0.281 -4.402 1.744 0.322
I -5.924 3.435 -2.210 0.033
C -4.309 2.620 -1.224 -0.381
C -3.934 2.833 0.087 -0.428
N -2.831 2.100 0.273 0.742
N -2.473 1.403 -0.814 -0.559
C -3.368 1.715 -1.738 -0.387
H -4.375 3.388 0.899 0.359
H -2.289 1.998 1.147 -0.025
H -3.313 1.284 -2.725 0.432